C40H46BBeBrCl4FNaO9S | ωB97M-V/def2-TZVPD

XYZ file:
```
105
Properties=species:S:1:pos:R:3:forces:R:3:mulliken_charge:R:1
Br 3.471141 0.643777 4.958216 0.08 0.28 2.01 -0.019
Cl -5.464043 3.103183 1.046054 -1.96 2.01 0.01 -0.556
Cl -4.430457 -1.112549 -1.421767 -0.06 -0.16 -0.03 -0.084
Cl -5.947383 -2.065678 0.871411 0.00 -0.06 -0.02 -0.128
Cl -7.070663 -2.261006 -1.797917 0.04 -0.04 0.02 -0.121
S -9.014251 1.791962 -0.512356 0.30 -0.11 0.16 0.523
Na 4.010920 3.357600 -0.883910 -1.02 0.71 -1.54 0.942
F 2.027466 2.832804 5.072036 0.79 -1.05 -0.77 -0.647
O 1.392970 -1.110918 0.633859 -0.01 -0.88 -0.93 -0.521
O 5.989042 -3.102328 -7.425965 -0.02 0.01 0.04 -0.669
O 3.192618 -5.861070 -3.807070 0.05 0.02 -0.01 -0.646
O 1.424795 -2.669125 -1.065145 0.38 0.73 0.52 -0.543
O -7.881535 2.082007 -1.419462 -0.20 -0.03 -0.19 -0.557
O -2.376986 2.178160 6.346964 0.01 -0.03 -0.01 -0.587
O 3.135071 1.291918 2.900561 -0.74 0.56 -3.23 -0.399
O 3.297277 -2.089343 0.155402 -0.23 -1.02 -0.21 -0.392
O 3.280684 1.004903 0.477310 0.95 0.63 0.54 -0.638
C 1.842268 5.240228 1.878198 -0.19 -0.14 -0.18 -0.779
C 4.386160 -3.895050 -4.296278 0.10 0.15 -0.08 -0.013
C -4.363289 2.692135 5.151208 0.23 0.17 0.11 -0.846
C 3.803667 -5.222295 -4.637228 -0.23 -0.25 0.26 0.575
C -3.801266 1.226164 1.000698 2.54 -1.60 1.38 -1.253
C 4.731596 -2.137591 -2.695224 0.13 0.11 -0.15 -0.054
C 5.327490 -3.715665 -6.613051 0.21 0.19 -0.32 0.682
C 5.693908 -1.959211 -4.895268 0.08 0.23 0.07 -0.688
C -0.132595 -0.504830 2.539803 0.16 -0.62 0.78 0.202
C -1.501165 1.438498 1.985207 0.51 -0.94 0.03 -0.352
C 3.418869 -6.966978 -6.364692 -0.07 -0.16 -0.09 -0.542
C -9.278689 3.248733 0.506409 -0.12 0.17 0.09 -0.866
C 5.493346 -1.438354 -3.627953 -0.11 -0.14 0.01 -0.598
C 5.133834 -3.183652 -5.236932 -0.09 -0.10 0.11 0.040
C 3.980566 -5.743599 -6.019492 0.08 0.09 -0.11 0.160
C 3.234001 -2.098518 1.590344 0.10 0.62 0.82 -0.217
C -5.587577 -2.311748 -0.841539 -0.02 0.15 -0.08 0.008
C -0.931030 5.386474 1.881778 0.03 0.04 0.02 -0.422
C -0.281413 4.510795 2.742923 0.00 0.09 0.00 -0.872
C 4.689127 -5.009086 -6.973092 -0.10 -0.08 0.11 0.188
C 1.208426 -1.084992 3.025686 -0.43 0.34 -0.86 -1.199
C -10.528263 1.955047 -1.491371 0.11 0.09 0.28 -0.992
C 4.610378 -1.925683 2.260712 -0.45 -0.56 -0.34 -1.193
C 2.226659 -0.937618 1.830114 -0.55 -0.41 0.20 1.057
C 1.105581 4.432124 2.739733 0.26 -0.17 -0.26 -0.183
C 4.805604 -5.490132 -8.271848 0.00 -0.10 -0.17 -0.561
C 1.191947 6.120131 1.018363 0.10 -0.03 -0.13 -0.666
C 3.543730 -7.444684 -7.658751 0.04 0.06 -0.02 -0.491
C -0.194373 6.189409 1.017692 -0.02 -0.02 0.00 -0.494
C 4.229429 -6.701835 -8.615062 -0.02 -0.01 0.08 -0.453
C -2.343843 -0.814928 1.688488 0.16 -0.80 0.14 -0.349
C 4.638081 1.493167 0.443326 0.07 1.29 -0.80 -0.129
C -1.155864 -1.386032 2.172345 -0.23 1.43 -0.02 -1.205
C -2.525534 0.565470 1.569970 -0.46 0.92 -0.26 0.882
C -0.323181 0.880933 2.463703 0.48 -0.13 -0.06 0.312
C -3.481269 0.289052 5.422796 0.24 -0.06 0.11 -0.812
C 4.838979 2.950564 1.116560 -0.17 -0.82 1.09 -1.456
C 4.183180 -3.365042 -3.027285 -0.01 0.03 0.19 -0.652
C -3.314084 1.761918 5.704770 0.08 0.11 0.08 0.879
C 1.946284 -2.041524 -0.200918 0.59 0.97 0.47 0.277
B 2.928572 0.513444 1.730976 -0.99 -0.79 0.70 2.131
Be -11.612348 1.183391 -3.779415 -0.62 -0.12 -0.97 -0.050
H 4.990386 -2.928882 2.504423 0.27 0.45 -0.30 0.435
H -1.574367 2.525613 1.924574 -0.33 -0.46 -0.11 0.427
H 4.567765 -1.725292 -1.709102 -0.01 -0.07 -0.01 0.575
H 1.609540 3.741799 3.412683 -0.11 0.14 0.36 0.626
H 2.782067 -3.071098 1.859172 0.04 0.46 0.26 0.681
H -0.855112 3.886961 3.418677 0.11 0.08 0.05 0.900
H -0.702411 6.869781 0.345717 0.00 -0.01 0.03 0.402
H 3.101698 -8.395870 -7.926904 0.01 0.02 0.01 0.397
H -3.127473 -1.511996 1.377767 0.05 0.46 0.07 -0.001
H -5.144872 -3.293328 -0.955702 -0.03 0.04 0.02 0.333
H -4.421153 -0.067795 5.848559 -0.07 0.00 -0.18 0.432
H -10.550739 1.142837 -2.241787 0.46 0.24 0.83 0.239
H -2.012750 5.444094 1.883037 0.01 -0.02 -0.02 0.474
H 1.766442 6.751595 0.349332 -0.03 0.06 0.03 0.413
H 4.911629 1.582746 -0.666154 -0.07 -0.90 1.34 0.438
H 4.542100 -1.388108 3.218678 -0.11 0.01 -0.41 0.091
H -11.399535 1.864044 -0.840416 -0.03 -0.08 -0.06 0.424
H -4.117746 3.716665 5.426890 0.01 -0.04 0.01 0.287
H 2.738377 2.160389 2.661870 0.19 0.21 1.04 -0.289
H -3.468948 0.112518 4.344828 -0.17 -0.02 0.00 0.013
H 4.315210 -7.071405 -9.629004 0.01 0.01 0.02 0.405
H -3.534587 1.569587 -0.005395 -0.53 0.19 0.34 0.388
H 0.512986 1.517808 2.774358 -0.42 -0.02 0.11 0.375
H 6.282364 -1.411984 -5.620171 -0.05 -0.13 -0.09 0.477
H -8.417929 3.356376 1.166863 0.10 -0.10 -0.13 0.239
H -4.387558 2.618103 4.063039 -0.26 -0.07 -0.05 0.044
H 5.928581 -0.480942 -3.364916 0.03 -0.02 -0.02 0.396
H -10.539746 2.919821 -2.003224 0.07 -0.03 -0.05 0.369
H 5.342797 -4.916411 -9.015453 0.03 0.08 0.12 0.463
H 5.283965 0.733712 0.902759 0.17 0.56 -0.24 0.144
H 1.043280 -2.140664 3.292379 0.29 0.23 -0.24 0.551
H -1.023809 -2.465604 2.255526 -0.08 0.29 -0.09 0.404
H -2.658310 -0.260461 5.877610 0.00 0.04 -0.01 0.250
H -4.580813 0.461156 0.986037 -0.14 0.60 -0.13 0.312
H 1.531949 -0.559152 3.925080 0.08 -0.11 -0.25 -0.104
H 5.281792 -1.405059 1.557130 -0.07 -0.26 0.38 0.297
H -9.366788 4.132836 -0.126008 0.05 -0.05 -0.05 0.287
H 4.970750 2.763601 2.192939 -0.02 0.34 -0.39 0.411
H -10.183825 3.117618 1.102233 0.00 -0.06 -0.03 0.373
H -4.040921 2.112414 1.708260 0.47 -1.53 -1.14 -0.106
H 2.880732 -7.543518 -5.623997 0.02 0.13 0.08 0.474
H 5.771481 3.486648 0.778790 -0.92 -0.54 0.09 0.430
H 3.901160 3.616125 1.060963 1.34 -0.94 0.37 0.069
H 3.593822 -3.907449 -2.299735 -0.03 -0.05 -0.11 0.576
H 2.927931 5.184820 1.878832 -0.02 0.20 0.17 0.805
H -5.341978 2.442424 5.564341 -0.06 -0.09 -0.20 0.407
```
Positions in Å, forces in eV/Å.

The HOMO energy is -5.96 eV. As for the charge: 0. The largest force on an atom comes out at 3.4 eV Å⁻¹. The calculation puts the LUMO energy at -4.29 eV. Its frontier orbital gap is 1.7 eV.